--- P ---
One molecule with the formula C4H5IN2O. Source: the Open Molecules 2025 dataset; level of theory: ωB97M-V/def2-TZVPD.

As for the lowest unoccupied orbital energy: -0.018 eV. The SMILES is Cn1ccn(I)c1=O. As for the HOMO energy: -8.12 eV.

Each line ends with the Mulliken charge.
CARTESIAN COORDINATES (ANGSTROEM)
C (0.5293, 1.1262, 0.1732)  -0.85
N (-0.6013, 0.3549, 0.0117)  0.16
C (-0.8164, -0.9405, 0.5494)  -0.51
C (-2.1149, -1.2589, 0.3575)  -0.16
N (-2.7196, -0.1225, -0.1892)  -0.29
I (-4.7032, 0.0347, -0.3059)  0.20
C (-1.7244, 0.9819, -0.4337)  0.35
O (-2.0484, 2.0516, -0.8710)  -0.57
H (0.3714, 1.6920, 1.0518)  0.38
H (1.4726, 0.5693, 0.2330)  0.29
H (0.6767, 1.9695, -0.6119)  0.26
H (-0.0898, -1.5916, 0.9066)  0.40
H (-2.7647, -2.1025, 0.7702)  0.32


--- Q ---
One molecule with the formula C4H5IN2O. Source: the Open Molecules 2025 dataset; level of theory: ωB97M-V/def2-TZVPD.

As for the lowest unoccupied orbital energy: 0.215 eV. The SMILES is Cn1[nH]c(=O)cc1I. As for the HOMO energy: -8.39 eV.

Each line ends with the Mulliken charge.
CARTESIAN COORDINATES (ANGSTROEM)
C (-0.2695, 1.8534, -0.0497)  -0.77
N (-0.1143, 0.4731, 0.5148)  -0.03
N (-1.0976, -0.4055, 0.3408)  -0.16
C (-0.6524, -1.7014, -0.0612)  0.38
O (-1.3547, -2.6821, -0.1328)  -0.61
C (0.8399, -1.6081, -0.2625)  -0.22
C (1.2293, -0.3649, -0.0836)  -0.40
I (3.0185, 0.5596, -0.0349)  0.20
H (-1.3514, 2.0947, 0.1218)  0.32
H (0.3528, 2.6261, 0.5754)  0.28
H (0.0329, 1.9913, -1.1327)  0.27
H (-1.9721, -0.4416, 0.9015)  0.27
H (1.3387, -2.3945, -0.6969)  0.46


Which is most stable? The ranking, best first, is P, Q.


--- P ---
CH2NOS as an isolated structure. Source: the Open Molecules 2025 dataset; level of theory: ωB97M-V/def2-TZVPD.

Its charge is -1. As for the lowest unoccupied orbital energy: 4.181 eV. As for the HOMO energy: -3.26 eV.

Each line ends with the Mulliken charge.
CARTESIAN COORDINATES (ANGSTROEM)
C (1.1612, 0.0604, -0.1899)  0.44
N (0.6086, 1.0117, 0.3277)  -0.54
O (1.6518, -0.9465, -0.4692)  -0.48
S (-1.8880, -0.0003, 0.2516)  -0.73
H (-0.4855, 0.8968, 0.0171)  0.32
H (-1.0481, -1.0220, 0.0627)  0.00


--- Q ---
A 2-piece molecular cluster, CH2NOS overall. Source: the Open Molecules 2025 dataset; level of theory: ωB97M-V/def2-TZVPD.

Its charge is -1. As for the lowest unoccupied orbital energy: 3.645 eV. As for the HOMO energy: -2.80 eV.

Each line ends with the Mulliken charge.
CARTESIAN COORDINATES (ANGSTROEM)
C (0.7757, -0.4893, -0.1511)  0.54
N (0.0384, -1.4097, 0.1888)  -0.55
O (-1.0965, 1.0725, -0.1379)  -1.03
S (2.0381, 0.3530, -0.4483)  -0.44
H (-0.7510, 1.9435, 0.2646)  0.15
H (-1.0047, -1.4698, 0.2839)  0.33


Which is most stable? The ranking, best first, is P, Q.


--- P ---
C2H3I3O as an isolated structure. Source: the Open Molecules 2025 dataset; level of theory: ωB97M-V/def2-TZVPD.

As for the lowest unoccupied orbital energy: -0.626 eV. As for the HOMO energy: -9.56 eV.

Each line ends with the Mulliken charge.
CARTESIAN COORDINATES (ANGSTROEM)
C (-0.3064, 0.2619, -0.1059)  -0.22
C (0.6777, -0.6821, -0.6940)  -1.14
O (-0.1375, 0.3873, 1.3099)  -0.39
I (-2.3290, -0.3261, -0.4698)  0.06
I (0.7579, -2.7140, 0.0065)  0.22
I (2.5554, 0.4375, -0.3450)  0.16
H (-0.3400, 1.2690, -0.4270)  0.47
H (0.6851, -0.8496, -1.7761)  0.56
H (0.5514, -0.2405, 1.6160)  0.29


--- Q ---
A 2-piece molecular cluster, C2H3I3O overall. Source: the Open Molecules 2025 dataset; level of theory: ωB97M-V/def2-TZVPD.

As for the lowest unoccupied orbital energy: -2.587 eV. The SMILES is C=C(O)I.II. As for the HOMO energy: -8.92 eV.

Each line ends with the Mulliken charge.
CARTESIAN COORDINATES (ANGSTROEM)
C (0.1510, 1.1574, 0.4868)  -0.82
C (0.6981, -0.0617, 0.6457)  0.22
O (-0.0097, -0.9777, 1.2583)  -0.39
I (2.2215, -0.8509, -0.6486)  0.03
H (-0.7281, 1.2336, 1.0526)  0.29
H (0.4375, 2.0041, 0.0400)  0.38
H (0.4984, -1.8005, 1.4209)  0.32
I (-0.9609, 0.2253, -3.2918)  -0.01
I (-2.3078, -0.9296, -0.9639)  -0.01


Which is most stable? The ranking, best first, is P, Q.


--- P ---
A 2-piece molecular cluster, C8H9NO3 overall. Source: the Open Molecules 2025 dataset; level of theory: ωB97M-V/def2-TZVPD.

As for the lowest unoccupied orbital energy (spin up / spin down): -1.733 / -1.562 eV. As for the HOMO energy (spin up / spin down): -9.25 / -8.25 eV.

Each line ends with the Mulliken charge.
CARTESIAN COORDINATES (ANGSTROEM)
C (2.3728, -0.7383, -0.8177)  -0.49
C (2.2127, 1.2238, 0.6716)  -0.49
C (1.0033, -0.8532, -0.8699)  -0.34
C (0.8470, 1.1388, 0.5373)  -0.56
C (3.0360, 0.1965, -0.0124)  0.48
C (-2.1747, 0.7364, 0.0158)  0.75
C (0.2321, 0.2202, -0.3324)  0.63
C (-3.4452, -0.0153, -0.1986)  -1.29
N (-1.0706, 0.0245, -0.4978)  -0.11
O (4.2933, 0.2479, 0.0579)  -0.63
O (-1.9502, 1.7512, 0.5524)  -0.52
O (0.2114, -1.4278, 1.1090)  -0.57
H (2.9813, -1.6488, -1.1537)  0.26
H (2.6308, 1.8098, 1.4377)  0.45
H (0.4150, -1.5622, -1.3502)  0.43
H (0.2179, 1.7846, 1.0928)  0.46
H (-3.5704, -1.0245, 0.2655)  0.33
H (-4.2367, 0.5553, 0.2684)  0.35
H (-3.6044, -0.1143, -1.3129)  0.33
H (-1.4035, -0.7942, -1.0604)  0.24
H (1.0021, -1.5105, 1.5976)  0.28


--- Q ---
One molecule with the formula C8H9NO3. Source: the Open Molecules 2025 dataset; level of theory: ωB97M-V/def2-TZVPD.

As for the lowest unoccupied orbital energy: 0.190 eV. The SMILES is CC(=O)[C@]1([N+](=O)[O-])C=CC=CC1. As for the HOMO energy: -8.81 eV.

Each line ends with the Mulliken charge.
CARTESIAN COORDINATES (ANGSTROEM)
C (0.5403, 2.1889, -1.1994)  -1.37
C (0.0186, 0.8297, -1.4411)  0.70
O (-0.0232, 0.2425, -2.4766)  -0.52
C (-0.5876, -0.0104, -0.0746)  1.07
N (-1.9634, 0.5405, 0.0303)  1.00
O (-2.0544, 1.7359, 0.2096)  -0.62
O (-2.8976, -0.2142, -0.0729)  -0.64
C (0.2041, 0.4575, 1.0981)  -1.02
C (1.1264, -0.3102, 1.6765)  -0.39
C (1.3255, -1.6796, 1.2605)  -0.30
C (0.5201, -2.2353, 0.3560)  -0.53
C (-0.5887, -1.5055, -0.3233)  -0.95
H (-0.2284, 2.7968, -0.7258)  0.35
H (0.8348, 2.6267, -2.1514)  0.39
H (1.3997, 2.1345, -0.5354)  0.34
H (0.0071, 1.4681, 1.4265)  0.50
H (1.7224, 0.0654, 2.4954)  0.41
H (2.1107, -2.2451, 1.7384)  0.38
H (0.6211, -3.2784, 0.0947)  0.40
H (-0.5407, -1.6860, -1.4020)  0.40
H (-1.5466, -1.9219, 0.0165)  0.40


--- R ---
One molecule with the formula C8H9NO3. Source: the Open Molecules 2025 dataset; level of theory: ωB97M-V/def2-TZVPD.

As for the lowest unoccupied orbital energy (spin up / spin down): -1.115 / -1.114 eV. The SMILES is C=C/C=C(\C(=O)CC)c1noo1. As for the HOMO energy (spin up / spin down): -8.97 / -8.97 eV.

Each line ends with the Mulliken charge.
CARTESIAN COORDINATES (ANGSTROEM)
C (2.3338, -2.6530, 1.8030)  -0.86
C (1.5452, -1.5959, 1.3821)  -0.17
C (1.2022, -1.2231, 0.0401)  -0.53
C (0.2965, -0.3035, -0.3546)  0.28
C (-0.2109, 0.9699, 0.3090)  0.46
O (0.2735, 1.1655, 1.4008)  -0.59
C (-1.4467, 1.5655, -0.2451)  -0.28
C (-1.7192, 2.9726, 0.2827)  -1.15
C (-0.0426, -0.5560, -1.7168)  0.35
N (-1.0062, -0.3708, -2.5910)  -0.34
O (-0.6483, -1.4522, -3.3672)  -0.11
O (0.4465, -1.8431, -2.5325)  -0.28
H (2.4688, -2.7046, 2.8393)  0.29
H (2.7704, -3.5100, 1.2900)  0.30
H (1.2588, -0.8519, 2.1171)  0.30
H (1.4140, -1.9065, -0.7030)  0.58
H (-2.2317, 0.9299, 0.1449)  0.29
H (-1.4137, 1.3878, -1.3368)  0.52
H (-0.7304, 3.5418, 0.2308)  0.28
H (-1.9798, 2.9948, 1.3114)  0.32
H (-2.5804, 3.4428, -0.3042)  0.33


Which is most stable? The ranking, best first, is Q, P, R.


--- P ---
A 2-piece molecular cluster, C4H12OS2 overall. Source: the Open Molecules 2025 dataset; level of theory: ωB97M-V/def2-TZVPD.

As for the lowest unoccupied orbital energy: 0.560 eV. The SMILES is CCCSSC.O. As for the HOMO energy: -8.78 eV.

Each line ends with the Mulliken charge.
CARTESIAN COORDINATES (ANGSTROEM)
C (1.3230, 0.7693, -1.5125)  -1.08
C (0.6481, 1.0175, -0.1755)  0.09
C (-0.2937, 2.1037, -0.3957)  -0.52
S (-1.9067, 1.7325, 0.1984)  -0.11
S (-2.1484, -0.3080, -0.1443)  -0.11
C (-2.0186, -1.3056, 1.2187)  -0.99
H (0.7240, 0.0368, -2.1054)  0.28
H (1.2004, 1.7006, -2.0966)  0.37
H (2.4758, 0.4249, -1.3326)  0.25
H (0.2167, 0.1317, 0.3202)  -0.07
H (1.2458, 1.4359, 0.5946)  0.32
H (0.2065, 3.1621, 0.1115)  0.28
H (-0.4187, 2.4161, -1.4850)  0.23
H (-1.8233, -2.2705, 0.8998)  0.39
H (-1.1640, -1.1518, 1.8022)  0.30
H (-2.7900, -1.3112, 1.9011)  0.39
O (1.7730, -2.8444, 0.8747)  -0.65
H (0.9609, -2.5506, 1.3499)  0.32
H (1.7892, -3.1890, -0.0235)  0.32


--- Q ---
A 2-piece molecular cluster, C4H12OS2 overall. Source: the Open Molecules 2025 dataset; level of theory: ωB97M-V/def2-TZVPD.

As for the lowest unoccupied orbital energy: 0.738 eV. The SMILES is CCSSCC.O. As for the HOMO energy: -8.74 eV.

Each line ends with the Mulliken charge.
CARTESIAN COORDINATES (ANGSTROEM)
C (-0.0896, 2.3275, -0.6147)  -1.06
C (-0.7909, 2.9387, 0.5969)  -0.42
S (-0.4465, 2.0881, 2.1457)  -0.12
S (-1.2752, 0.2312, 1.8637)  -0.13
C (0.1515, -0.7410, 1.3342)  -0.22
C (-0.2222, -2.2181, 1.3807)  -1.19
H (0.0530, 3.0038, -1.4367)  0.36
H (-0.3699, 1.3001, -0.8100)  0.27
H (0.9489, 2.2462, -0.2501)  0.32
H (-1.8701, 2.9982, 0.4767)  0.31
H (-0.4791, 3.9890, 0.6855)  0.32
H (0.5446, -0.4046, 0.3667)  0.26
H (0.9874, -0.5657, 2.0034)  0.35
H (0.3949, -2.8868, 0.7965)  0.34
H (-1.2784, -2.4204, 1.1846)  0.30
H (-0.0949, -2.5701, 2.4100)  0.30
O (1.4102, -2.8417, -3.7805)  -0.64
H (1.9177, -3.5174, -4.2567)  0.32
H (0.5087, -2.9571, -4.0958)  0.32


--- R ---
A 2-piece molecular cluster, C4H12OS2 overall. Source: the Open Molecules 2025 dataset; level of theory: ωB97M-V/def2-TZVPD.

As for the lowest unoccupied orbital energy: 0.563 eV. The SMILES is CCCSSC.O. As for the HOMO energy: -8.34 eV.

Each line ends with the Mulliken charge.
CARTESIAN COORDINATES (ANGSTROEM)
C (1.1192, 1.0913, -2.8254)  -1.19
C (1.2030, 1.6456, -1.4045)  -0.24
C (0.2064, 0.9837, -0.4080)  -0.27
S (-0.3828, -0.7256, -0.6042)  -0.12
S (-1.0184, -1.1631, 1.3298)  -0.11
C (-2.8213, -0.9807, 0.8807)  -0.77
H (0.1035, 1.1608, -3.2292)  0.32
H (1.8796, 1.5243, -3.4694)  0.36
H (1.3736, 0.0177, -2.7449)  0.30
H (2.1760, 1.3117, -1.0530)  0.15
H (1.0309, 2.7063, -1.1942)  0.34
H (0.7579, 0.8867, 0.5129)  0.10
H (-0.6475, 1.6624, -0.2458)  0.32
H (-2.9162, 0.0835, 0.6284)  0.25
H (-3.0635, -1.5808, 0.0112)  0.29
H (-3.4565, -1.0517, 1.7763)  0.31
O (2.6034, 0.7415, 1.6496)  -0.59
H (2.4665, 0.4746, 2.5504)  0.27
H (3.5470, 0.9342, 1.6187)  0.28


Which is most stable? The ranking, best first, is Q, R, P.